{
  "formula": "C3H3BeLiO4",
  "method": "ωB97M-V/def2-TZVPD",
  "elements": ["H", "C", "C", "O", "C", "O", "O", "O", "Be", "H", "H", "Li"],
  "coordinates": [[-1.10510, -1.18913, 0.76120], [-1.93352, -0.20148, -0.40886], [-0.54424, -0.68149, -0.19172], [0.25263, 0.39432, 0.14716], [1.58146, 0.23395, 0.45256], [2.03646, -0.89735, 0.68406], [2.24916, 1.28561, 0.41513], [-2.18993, 1.01017, -0.44785], [3.07666, 0.07174, 0.72232], [-2.57210, -0.94426, -0.92889], [-0.14595, -1.30755, -1.00246], [-0.70552, 2.22546, -0.20266]],
  "forces_ev_per_a": [[2.597, -0.353, -0.995], [0.889, 2.352, -4.249], [-3.090, -1.318, 2.231], [0.526, 1.101, 0.031], [-8.078, 1.119, -1.628], [-2.036, -1.876, -0.033], [-0.655, 0.421, 0.067], [-0.077, -1.365, 1.017], [10.739, 0.239, 1.646], [-0.414, 0.122, 1.111], [-0.273, -0.277, 0.731], [-0.126, -0.165, 0.072]],
  "mulliken_charge": [0.27, -0.02, -0.16, -0.29, 0.36, 0.11, -0.06, -0.60, -0.37, 0.41, 0.42, 0.92],
  "mol_weight_da": 119.006,
  "spin_multiplicity": 2,
  "total_energy_ha": -439.06013,
  "e_above_lowest_kj_mol": 167.0,
  "charge": 1,
  "gap_ev": [4.951, 11.431]
}

***

{
  "formula": "C40H48CuN7S",
  "method": "ωB97M-V/def2-TZVPD",
  "elements": ["Cu", "C", "N", "C", "C", "C", "C", "C", "C", "N", "C", "C", "C", "C", "C", "C", "N", "C", "C", "C", "C", "C", "N", "H", "H", "H", "H", "H", "H", "H", "H", "H", "H", "H", "H", "H", "H", "H", "H", "H", "H", "C", "N", "C", "C", "N", "C", "S", "H", "H", "H", "H", "H", "H", "C", "C", "C", "C", "C", "C", "C", "C", "N", "C", "C", "C", "C", "C", "C", "C", "C", "C", "C", "H", "H", "H", "H", "H", "H", "H", "H", "H", "H", "H", "H", "H", "H", "H", "H", "H", "H", "H", "H", "H", "H", "H", "H"],
  "coordinates": [[0.40340, -0.46281, 0.11846], [1.28092, 2.46901, 0.61205], [0.13788, 1.81214, -0.04408], [-0.02268, 2.37597, -1.38844], [-0.78114, 1.52228, -2.36928], [-1.68953, 2.09430, -3.24720], [-2.23093, 1.30915, -4.25313], [-1.86037, -0.02044, -4.32879], [-0.97783, -0.51080, -3.37856], [-0.43778, 0.23724, -2.42208], [-1.08733, 1.98420, 0.74235], [-0.97486, 1.30178, 2.08442], [-1.69552, 1.73945, 3.18791], [-1.54967, 1.06363, 4.38711], [-0.68491, -0.01978, 4.45101], [-0.00930, -0.38720, 3.30192], [-0.15107, 0.25806, 2.14463], [2.57809, 1.71813, 0.43062], [3.74589, 2.37292, 0.07003], [4.93415, 1.65910, 0.04086], [4.91582, 0.31813, 0.38497], [3.69694, -0.25847, 0.70392], [2.54764, 0.41336, 0.71378], [1.39716, 3.49724, 0.25335], [1.08641, 2.53010, 1.68396], [-0.47205, 3.37682, -1.33442], [0.98314, 2.49780, -1.80068], [-1.95038, 3.14075, -3.15385], [-2.93196, 1.72932, -4.96215], [-2.25637, -0.67561, -5.09149], [-0.69298, -1.55697, -3.38747], [-1.31407, 3.04934, 0.89778], [-1.91739, 1.54528, 0.17602], [-2.34620, 2.60048, 3.10780], [-2.09734, 1.38255, 5.26414], [-0.53670, -0.56851, 5.37029], [0.67613, -1.22692, 3.29656], [3.72345, 3.42542, -0.17977], [5.85907, 2.14432, -0.24132], [5.82050, -0.27301, 0.40114], [3.63680, -1.31026, 0.95935], [-5.81016, 1.56451, -0.33374], [-6.05901, 0.16024, -0.08448], [-7.22170, -0.37928, 0.44616], [-7.05586, -1.71311, 0.50619], [-5.79089, -1.97176, 0.01244], [-5.16292, -0.82477, -0.34960], [-3.62409, -0.68649, -0.99930], [-6.75933, 2.06933, -0.49634], [-5.18230, 1.65301, -1.21796], [-5.29279, 2.02320, 0.50992], [-8.05907, 0.23433, 0.72381], [-7.72119, -2.48783, 0.83889], [-5.34076, -2.86700, -0.07284], [-1.94048, -6.51478, 1.93992], [-1.88839, -5.02377, 1.73300], [-2.77861, -4.17863, 2.39533], [-2.74726, -2.79722, 2.19551], [-3.69516, -1.89092, 2.93263], [-1.81234, -2.27762, 1.32800], [-0.84759, -3.08008, 0.66754], [-0.94030, -4.48037, 0.88597], [0.06764, -2.43197, -0.10471], [1.04983, -3.17372, -0.91970], [2.04964, -3.97713, -0.06188], [3.08689, -4.65362, -0.96716], [3.87992, -3.59960, -1.74140], [2.91536, -2.78546, -2.60473], [2.21472, -3.70242, -3.60650], [1.42154, -4.76158, -2.84088], [2.37168, -5.57898, -1.95831], [0.36578, -4.08793, -1.95776], [1.86798, -2.13346, -1.70065], [-2.74814, -6.79252, 2.61517], [-1.00600, -6.88343, 2.36520], [-2.09768, -7.03486, 0.99399], [-3.50952, -4.60421, 3.07491], [-4.69066, -2.32837, 3.01252], [-3.77878, -0.92472, 2.43354], [-3.33830, -1.71177, 3.94910], [-1.82127, -1.22331, 1.10858], [-0.26257, -5.16550, 0.40675], [1.55396, -4.73659, 0.53915], [2.53962, -3.29274, 0.63903], [3.76445, -5.23951, -0.34082], [4.63636, -4.08314, -2.36535], [4.40733, -2.93862, -1.04553], [3.46104, -2.00210, -3.13720], [2.94519, -4.17761, -4.26668], [1.53981, -3.11596, -4.23800], [0.91542, -5.42411, -3.54723], [3.10969, -6.08980, -2.58229], [1.81446, -6.35222, -1.41996], [-0.23476, -4.85826, -1.47795], [-0.32339, -3.48828, -2.55907], [1.19403, -1.50172, -2.27897], [2.37419, -1.48450, -0.98278]],
  "forces_ev_per_a": [[0.157, -0.086, 0.165], [0.038, -0.037, -0.013], [-0.064, -0.039, -0.038], [0.152, -0.013, -0.014], [-0.030, -0.008, 0.034], [0.011, -0.002, -0.014], [-0.024, 0.022, 0.021], [-0.023, -0.044, 0.049], [-0.105, -0.020, 0.032], [-0.039, 0.036, 0.041], [-0.034, 0.067, -0.062], [-0.061, 0.011, 0.001], [0.031, 0.002, 0.009], [-0.014, -0.011, 0.005], [-0.012, -0.001, 0.007], [0.021, 0.022, -0.005], [-0.214, -0.035, 0.081], [-0.067, 0.027, 0.051], [0.030, -0.002, 0.017], [0.002, -0.013, -0.004], [-0.006, 0.026, 0.028], [0.041, 0.036, 0.000], [0.010, -0.049, -0.209], [-0.032, 0.023, 0.024], [0.032, -0.036, -0.012], [0.006, 0.003, -0.005], [0.005, 0.014, 0.005], [0.003, 0.000, -0.002], [0.000, 0.003, 0.002], [-0.003, -0.002, -0.003], [0.008, 0.014, -0.010], [-0.022, 0.001, -0.021], [0.000, -0.018, 0.015], [-0.005, 0.004, -0.013], [0.001, 0.000, 0.006], [0.009, 0.001, 0.003], [-0.016, -0.020, -0.004], [-0.007, 0.009, 0.013], [0.001, 0.002, 0.006], [-0.004, -0.011, -0.012], [0.004, -0.001, -0.015], [0.012, 0.007, 0.006], [0.025, -0.005, -0.002], [-0.011, -0.035, 0.021], [-0.025, 0.032, -0.001], [0.043, -0.026, 0.046], [0.005, -0.031, -0.047], [0.057, 0.162, -0.072], [0.001, 0.002, 0.001], [-0.018, -0.002, 0.000], [0.001, -0.008, 0.006], [-0.010, 0.006, -0.005], [0.001, -0.006, 0.009], [-0.007, 0.006, -0.011], [-0.004, 0.004, 0.003], [0.021, 0.006, -0.003], [0.003, 0.018, -0.011], [-0.017, -0.011, 0.013], [-0.007, 0.015, -0.020], [0.055, 0.020, 0.004], [-0.062, -0.067, -0.034], [0.005, -0.045, 0.022], [0.131, 0.052, 0.041], [-0.053, -0.002, -0.064], [0.018, -0.025, -0.018], [0.014, -0.008, 0.009], [-0.011, 0.002, 0.001], [-0.004, -0.009, 0.006], [-0.029, 0.019, -0.009], [0.012, 0.006, -0.011], [0.007, 0.024, -0.011], [-0.008, -0.089, 0.052], [0.035, -0.009, -0.002], [0.000, -0.001, 0.000], [0.002, -0.003, 0.002], [0.000, -0.004, -0.001], [-0.003, -0.004, -0.004], [-0.021, -0.008, -0.016], [-0.002, 0.010, -0.028], [0.008, 0.015, 0.011], [0.019, 0.072, 0.007], [-0.016, 0.019, 0.011], [0.031, 0.031, 0.021], [-0.004, 0.010, -0.013], [-0.001, -0.007, -0.009], [0.003, 0.001, -0.006], [0.012, -0.003, 0.002], [0.000, 0.003, 0.010], [0.011, -0.008, 0.009], [0.005, -0.003, -0.020], [-0.003, -0.010, 0.008], [-0.003, -0.016, -0.001], [-0.004, -0.002, 0.007], [-0.028, 0.025, -0.034], [0.034, 0.009, -0.008], [0.027, -0.025, -0.005], [-0.025, 0.021, -0.023]],
  "mulliken_charge": [-0.75, -1.32, 1.75, -1.09, 0.26, -0.94, -0.58, -1.04, 0.24, 0.26, -1.15, 0.82, -1.12, -0.53, -0.90, -0.69, 0.99, 0.63, -1.06, -0.54, -0.85, -0.07, 0.46, 0.42, 0.37, 0.41, 0.49, 0.45, 0.45, 0.43, -0.04, 0.52, 0.21, 0.54, 0.43, 0.49, 0.37, 0.46, 0.43, 0.47, 0.40, -0.87, 0.23, -0.24, -0.66, 0.16, -0.83, 0.17, 0.32, 0.36, 0.26, 0.45, 0.42, 0.24, -1.76, -0.51, -0.50, 0.63, -1.87, -0.22, 0.14, -0.02, 0.77, 2.18, -0.89, 0.38, -1.41, 0.19, -1.42, 0.34, -1.31, -0.77, -1.37, 0.42, 0.34, 0.34, 0.43, 0.46, 0.17, 0.39, 0.26, 0.89, 0.62, 0.07, 0.34, 0.55, 0.29, 0.49, 0.56, 0.39, 0.32, 0.54, 0.50, 0.65, -0.03, -0.10, -0.60],
  "mol_weight_da": 722.486,
  "spin_multiplicity": 2,
  "total_energy_ha": -3974.88723,
  "e_above_lowest_kj_mol": 28.5,
  "charge": 1,
  "gap_ev": [8.056, 6.208]
}

***

{
  "formula": "C3H2N2O",
  "method": "ωB97M-V/def2-TZVPD",
  "elements": ["C", "C", "C", "N", "N", "O", "H", "H"],
  "coordinates": [[1.63033, 0.21065, 0.04973], [-1.02510, 0.70041, 0.02599], [0.24028, 0.00347, -0.18917], [2.73998, 0.45747, 0.07917], [-0.73330, -0.46990, 0.67414], [-1.93017, 1.43320, -0.11213], [0.28206, -0.96637, -1.41090], [-1.20408, -1.36894, 0.88317]],
  "forces_ev_per_a": [[-2.901, -0.378, -0.701], [1.505, -0.132, -0.435], [0.443, 3.747, 2.194], [2.197, 0.304, 0.159], [-0.679, -2.707, 0.932], [-0.686, 1.006, -0.425], [-0.254, -2.014, -1.471], [0.375, 0.173, -0.254]],
  "mulliken_charge": [0.29, 0.55, -0.25, -0.31, -0.14, -0.44, 0.03, 0.27],
  "mol_weight_da": 82.062,
  "spin_multiplicity": 3,
  "total_energy_ha": -299.97239,
  "e_above_lowest_kj_mol": 394.8,
  "gap_ev": [7.357, 7.110]
}

***

{
  "formula": "C2H2ClOP",
  "method": "ωB97M-V/def2-TZVPD",
  "elements": ["C", "C", "O", "P", "Cl", "H", "H"],
  "coordinates": [[0.20385, 1.23841, -0.01914], [0.18247, -0.12341, -0.08432], [-0.71307, 2.01015, 0.12268], [1.19312, -1.40192, 0.00002], [-2.08759, -1.16455, 0.00201], [1.22770, 1.49290, -0.39783], [-0.00649, -2.05159, 0.37658]],
  "forces_ev_per_a": [[-1.194, 3.041, -1.533], [-2.222, -4.223, 0.604], [0.873, 0.014, 0.382], [0.156, -0.070, 0.153], [2.025, 1.453, -0.004], [0.079, 0.636, 0.554], [0.283, -0.850, -0.155]],
  "mulliken_charge": [0.35, 0.06, -0.39, 0.03, -0.40, 0.22, 0.12],
  "mol_weight_da": 108.464,
  "spin_multiplicity": 1,
  "total_energy_ha": -954.03064,
  "e_above_lowest_kj_mol": 306.7,
  "gap_ev": [7.708, 7.709]
}

***

{
  "formula": "C6H12O",
  "method": "ωB97M-V/def2-TZVPD",
  "elements": ["C", "O", "C", "C", "C", "C", "C", "H", "H", "H", "H", "H", "H", "H", "H", "H", "H", "H", "H"],
  "coordinates": [[1.38470, 1.20838, 0.96004], [1.95034, -0.31157, -0.72885], [0.79485, -1.10177, -0.57684], [-0.46668, -0.25125, -0.28878], [-0.05900, 1.19477, -0.38560], [-1.79101, -0.86842, -0.66474], [-1.43994, -0.65012, 0.78226], [2.26869, 0.55194, 1.19859], [0.66553, 0.99813, 1.73490], [1.77529, 2.21348, 0.90831], [0.69121, -1.62840, -1.52609], [0.95572, -1.83066, 0.23022], [1.59058, 0.58519, -0.87373], [-0.69541, 1.91002, 0.12831], [-0.10810, 1.51628, -1.46935], [-1.76356, -1.90240, -1.01610], [-2.58171, -0.27376, -1.11522], [-1.20219, -1.50898, 1.40230], [-1.96932, 0.14912, 1.30035]],
  "forces_ev_per_a": [[-1.208, 0.854, -0.294], [0.355, -0.710, -1.300], [-0.108, -0.469, -0.213], [0.338, -0.044, 0.208], [0.401, -0.079, 0.988], [-0.016, 0.094, -0.150], [0.070, -0.075, 0.279], [-1.258, 0.327, -1.270], [-0.193, 0.647, 0.465], [-0.377, 0.460, 0.382], [-0.450, -0.352, 0.065], [0.030, 0.061, -0.164], [0.947, -0.617, -0.140], [-0.141, -0.225, 0.195], [1.284, -0.068, 0.999], [0.093, 0.335, -0.011], [0.150, 0.009, 0.130], [-0.102, 0.006, -0.091], [0.187, -0.154, -0.078]],
  "mulliken_charge": [-0.95, -0.59, -0.64, 1.49, -1.54, -0.77, -0.94, 0.35, 0.37, 0.33, 0.33, 0.31, 0.39, 0.44, 0.34, 0.26, 0.27, 0.26, 0.27],
  "mol_weight_da": 100.161,
  "spin_multiplicity": 1,
  "total_energy_ha": -310.89314,
  "e_above_lowest_kj_mol": 436.2,
  "gap_ev": 9.930
}

***

{
  "formula": "H10O17S3Zn",
  "method": "ωB97M-V/def2-TZVPD",
  "elements": ["Zn", "S", "O", "O", "O", "O", "S", "O", "O", "O", "O", "S", "O", "O", "O", "O", "O", "H", "H", "O", "H", "H", "O", "H", "H", "O", "H", "H", "O", "H", "H"],
  "coordinates": [[7.86627, -11.30048, -13.40502], [7.68944, -14.56553, -12.21357], [6.78300, -14.99036, -13.27816], [7.00321, -14.59545, -10.90287], [8.93924, -15.37429, -12.24537], [8.13355, -13.12236, -12.44758], [8.03704, -8.06296, -14.38677], [8.02995, -9.54665, -14.16330], [8.12699, -7.77994, -15.81753], [6.80693, -7.44181, -13.84700], [9.24077, -7.50752, -13.68552], [5.16233, -11.81154, -15.17030], [6.01396, -11.39268, -14.01905], [4.51096, -13.07495, -14.90092], [4.19115, -10.73388, -15.40374], [6.06694, -11.94214, -16.34000], [9.90133, -10.89096, -12.78081], [9.94418, -10.06544, -12.28198], [10.81237, -11.16924, -12.89317], [7.33088, -10.53514, -11.47359], [7.87388, -9.98847, -10.89965], [6.46480, -10.54770, -11.06585], [8.42714, -12.42986, -15.12072], [7.74711, -12.08151, -15.76403], [8.78774, -13.21584, -15.52966], [9.14037, -12.56824, -9.98288], [9.67243, -13.35896, -9.87282], [8.72524, -12.69327, -10.90257], [4.67732, -9.50032, -12.47916], [4.68299, -9.91074, -11.61188], [5.27147, -10.08640, -13.04637]],
  "forces_ev_per_a": [[-0.501, -1.233, -0.390], [-0.687, -0.139, -0.701], [0.242, -0.087, -0.034], [0.465, -0.300, 0.245], [0.218, -0.140, 0.583], [0.292, 0.283, 0.603], [-0.493, 1.119, 0.637], [0.261, 0.705, -0.325], [0.428, -0.111, -0.958], [0.469, -0.318, 0.252], [0.289, -0.198, 0.327], [-0.797, 0.622, -1.429], [-0.026, 0.217, 1.530], [-0.602, -0.867, 0.321], [-0.280, 0.017, -0.078], [0.804, -0.111, -0.632], [0.765, 0.234, 0.658], [-0.164, 0.231, -0.499], [-0.168, -0.293, -0.095], [0.246, 0.219, 0.781], [0.084, 0.014, -0.174], [-0.188, -0.181, -0.272], [0.424, 0.741, -1.213], [-0.428, -0.318, 0.269], [-0.181, -0.295, 0.451], [0.174, 0.487, -0.212], [-0.217, -0.216, -0.209], [0.149, -0.098, 0.519], [0.320, -0.275, 0.021], [-0.135, -0.202, -0.063], [-0.763, 0.495, 0.084]],
  "mulliken_charge": [1.09, 0.90, -0.71, -0.76, -0.80, -0.65, 0.98, -0.31, -0.79, -0.77, -0.85, 1.10, -0.60, -0.73, -0.79, -0.97, -0.21, 0.25, 0.17, -0.13, 0.17, 0.09, -0.25, 0.30, 0.14, -0.72, 0.30, 0.52, -0.65, 0.20, 0.47],
  "mol_weight_da": 443.654,
  "spin_multiplicity": 1,
  "total_energy_ha": -4258.82050,
  "e_above_lowest_kj_mol": 104.6,
  "charge": -4,
  "gap_ev": 4.755
}